Density functional theory data (ωB97M-V/def2-TZVPD) for the molecule C6H13FO2S.

XYZ file:
```
23
C6H13FO2S (ωB97M-V/def2-TZVPD)
C -1.846 -1.467 -0.625
C -1.729 -0.734 0.788
C -1.656 0.881 0.638
C -0.259 1.218 -0.219
C 1.020 1.111 0.756
C 1.911 -0.061 0.416
S 2.563 -0.438 -1.219
O 1.616 -0.469 -2.350
O 3.496 -1.565 -1.220
F 3.408 0.876 -1.386
H -2.939 -1.100 -0.932
H -1.765 -2.512 -0.334
H -1.134 -1.266 -1.380
H -0.991 -1.102 1.521
H -2.824 -0.813 1.167
H -1.561 1.389 1.611
H -2.485 1.378 0.221
H -0.429 2.295 -0.732
H -0.156 0.391 -1.051
H 1.566 2.143 0.832
H 0.400 0.942 1.870
H 2.818 -0.304 0.969
H 0.975 -0.793 0.658
```

Computed properties:
Net charge = 0
Gap between HOMO and LUMO = 11.3 eV
SMILES string = CCCCCCS(=O)(=O)F
Multiplicity = 1

---

Density functional theory data (ωB97M-V/def2-TZVPD) for a cluster of 2 separate species, C6H13FSi in total.

XYZ file:
```
21
C6H13FSi (ωB97M-V/def2-TZVPD)
C 2.554 2.661 2.111
C 2.821 1.355 1.864
Si 1.560 0.221 0.890
F 2.562 -0.846 0.176
C 0.227 -0.888 1.829
C -0.258 -1.988 0.896
H 3.257 3.284 2.726
H 1.915 3.385 1.570
H 3.660 0.862 2.120
H 0.867 0.625 -0.361
H 0.682 -1.357 2.754
H -0.534 -0.342 2.249
H -0.700 -2.640 1.601
H -0.973 -1.800 0.128
H 0.658 -2.540 0.487
C -2.430 -0.746 -3.398
C -1.688 0.379 -3.341
H -2.824 -1.231 -4.332
H -2.743 -1.224 -2.423
H -1.614 0.695 -2.238
H -1.226 0.853 -4.180
```

Computed properties:
Net charge = 0
Gap between HOMO and LUMO = 11.0 eV
SMILES string = C=C[Si@@H](F)CC.C=C
Multiplicity = 1

---

Density functional theory data (ωB97M-V/def2-TZVPD) for a cluster of 2 separate species, C6H13FSi in total.

XYZ file:
```
21
C6H13FSi (ωB97M-V/def2-TZVPD)
C 3.417 -0.177 -0.625
C 2.383 1.052 -0.406
Si 1.050 0.857 0.736
F -0.049 1.954 0.941
C 0.395 -0.764 1.460
C -0.286 -1.638 0.420
H 3.609 -0.257 -1.676
H 4.314 -0.079 -0.156
H 2.884 -1.069 -0.322
H 2.596 2.074 -0.785
H 1.080 -1.316 1.920
H -0.310 -0.531 2.212
H -0.659 -2.619 0.806
H -1.128 -1.036 0.056
H 0.388 -1.843 -0.441
C -3.315 0.453 -1.144
C -3.299 1.366 -0.176
H -3.048 -0.622 -0.930
H -3.333 0.658 -2.190
H -3.267 1.037 0.781
H -3.420 2.500 -0.485
```

Computed properties:
Net charge = 0
Gap between HOMO and LUMO (spin up / spin down) = 8.4 / 8.4 eV
SMILES string = C/C=[Si](/F)CC.C=C
Multiplicity = 1

---

Density functional theory data (ωB97M-V/def2-TZVPD) for a structure of composition C6H13MnO5PS2.

XYZ file:
```
28
C6H13MnO5PS2 (ωB97M-V/def2-TZVPD)
C 3.040 -1.065 0.167
C 3.142 0.416 -0.247
C 2.020 1.308 0.286
O 1.117 1.684 -0.775
C -0.219 1.452 -0.557
C -0.575 -0.037 -0.540
O -1.503 -0.457 -1.558
S -1.969 -1.961 -1.263
O -1.315 -2.892 -2.073
O -3.377 -1.888 -1.073
O -1.327 -2.042 0.262
C -1.153 -0.720 0.691
P -2.852 -0.102 1.222
S -3.865 1.109 -0.117
H 3.094 -1.736 -0.688
H 3.834 -1.346 0.855
H 2.096 -1.282 0.681
H 3.112 0.501 -1.333
H 4.094 0.820 0.090
H 1.468 0.790 1.083
H 2.416 2.224 0.727
H -0.571 1.926 0.391
H -0.761 1.915 -1.388
H 0.352 -0.594 -0.725
H -0.502 -0.619 1.561
H -2.722 0.552 2.448
H -3.651 -1.229 1.407
Mn -3.424 3.273 0.468
```

Computed properties:
Net charge = +2
Gap between HOMO and LUMO (spin up / spin down) = 5.5 / 5.2 eV
Multiplicity = 6

---

Density functional theory data (ωB97M-V/def2-TZVPD) for a cluster of 2 separate species, C6H13N in total.

XYZ file:
```
20
C6H13N (ωB97M-V/def2-TZVPD)
C 0.466 0.001 1.145
C 0.639 1.712 -0.121
C -0.003 0.372 2.517
C -1.279 -1.495 -1.770
N -0.351 -0.800 0.381
C -0.152 -0.915 -0.969
C 0.913 -0.231 -1.505
H -1.309 -0.902 0.693
H 1.518 -0.235 1.048
H -1.091 0.303 2.612
H 1.289 2.203 0.600
H -0.401 1.995 0.025
H 0.934 2.106 -1.089
H 0.457 -0.245 3.294
H 0.262 1.414 2.733
H -1.163 -1.237 -2.823
H -1.313 -2.587 -1.701
H -2.253 -1.115 -1.443
H 1.890 -0.230 -1.046
H 0.947 -0.115 -2.580
```

Computed properties:
Net charge = 0
Gap between HOMO and LUMO = 8.7 eV
Multiplicity = 1

---

Density functional theory data (ωB97M-V/def2-TZVPD) for the molecule C6H13N.

XYZ file:
```
20
C6H13N (ωB97M-V/def2-TZVPD)
C 1.438 2.460 -0.313
C 0.156 2.125 -0.325
C -0.369 0.911 -1.038
C -0.053 -0.413 -0.330
C -0.772 -1.592 -1.051
N -0.379 -0.318 1.083
C 0.190 -1.390 1.892
H 1.842 3.313 0.221
H 2.176 1.802 -0.765
H -0.559 2.754 0.190
H -0.045 0.831 -2.079
H -1.463 0.980 -1.100
H 1.021 -0.617 -0.363
H -1.535 -1.980 -0.376
H -0.084 -2.410 -1.264
H -1.223 -1.303 -1.998
H -1.373 -0.219 1.251
H 1.234 -1.138 2.094
H -0.344 -1.416 2.843
H 0.142 -2.382 1.428
```

Computed properties:
Net charge = 0
Gap between HOMO and LUMO = 9.8 eV
SMILES string = C=CC[C@H](C)NC
Multiplicity = 1

---

Density functional theory data (ωB97M-V/def2-TZVPD) for the molecule C6H13N.

XYZ file:
```
20
C6H13N (ωB97M-V/def2-TZVPD)
C -3.176 -0.815 0.350
C -1.990 -0.342 1.179
C -0.651 -0.759 0.559
C 0.453 -0.008 0.595
N 1.705 -0.375 0.083
C 2.389 0.672 -0.694
C 1.489 1.467 -1.689
H -3.583 -0.106 -0.370
H -3.987 -1.132 0.989
H -2.812 -1.752 -0.091
H -1.894 0.742 1.154
H -2.071 -0.805 2.160
H -0.617 -1.747 0.104
H 0.335 1.064 0.731
H 1.612 -1.208 -0.482
H 3.208 0.248 -1.258
H 2.752 1.405 0.029
H 0.687 0.888 -2.143
H 0.949 2.205 -1.082
H 1.996 2.073 -2.439
```

Computed properties:
Net charge = 0
Gap between HOMO and LUMO = 9.1 eV
SMILES string = CC/C=C/NCC
Multiplicity = 1

---

Density functional theory data (ωB97M-V/def2-TZVPD) for the molecule C6H13N.

XYZ file:
```
20
C6H13N (ωB97M-V/def2-TZVPD)
C -2.055 1.960 -0.094
C -2.064 0.582 0.567
C -1.540 -0.515 -0.363
C -0.070 -0.384 -0.731
C 0.897 -0.897 0.016
N 2.197 -1.191 -0.413
C 3.281 -0.850 0.536
H -2.627 2.005 -1.019
H -1.040 2.288 -0.309
H -2.501 2.706 0.572
H -1.458 0.511 1.475
H -3.116 0.425 0.836
H -1.705 -1.470 0.139
H -2.057 -0.607 -1.323
H 0.138 0.025 -1.711
H 0.623 -1.465 0.899
H 2.409 -0.793 -1.317
H 4.074 -1.594 0.453
H 3.759 0.090 0.251
H 2.854 -0.824 1.534
```

Computed properties:
Net charge = 0
Gap between HOMO and LUMO = 9.2 eV
SMILES string = CCC/C=C/NC
Multiplicity = 1

---

Density functional theory data (ωB97M-V/def2-TZVPD) for a cluster of 2 separate species, C6H13N in total.

XYZ file:
```
20
C6H13N (ωB97M-V/def2-TZVPD)
C 0.873 -2.717 0.788
C -0.421 -2.330 0.238
N -1.459 -2.019 -0.203
H 1.239 -1.946 1.486
H 1.612 -2.839 -0.022
H 0.787 -3.672 1.332
C 1.502 0.301 -0.811
C 0.446 0.904 0.115
C -0.822 1.314 -0.632
C -1.878 1.916 0.295
H 2.405 0.015 -0.246
H 1.789 1.034 -1.584
H 1.100 -0.597 -1.310
H 0.177 0.167 0.896
H 0.865 1.794 0.622
H -0.553 2.051 -1.413
H -1.241 0.423 -1.139
H -1.476 2.814 0.793
H -2.165 1.183 1.068
H -2.780 2.202 -0.271
```

Computed properties:
Net charge = 0
Gap between HOMO and LUMO = 11.9 eV
SMILES string = CC#N.CCCC
Multiplicity = 1

---

Density functional theory data (ωB97M-V/def2-TZVPD) for a cluster of 2 separate species, C6H13N in total.

XYZ file:
```
20
C6H13N (ωB97M-V/def2-TZVPD)
C 1.899 -0.556 -0.679
C 1.018 0.046 -1.455
C 0.614 1.479 -1.291
N 0.785 2.229 -2.546
H 2.173 -1.596 -0.768
H 2.378 0.005 0.116
H 0.540 -0.511 -2.254
H -0.418 1.516 -0.918
H 1.246 1.942 -0.534
H 0.643 3.216 -2.366
H 0.076 1.952 -3.216
C -0.952 -2.364 1.355
C -0.807 -1.285 2.105
C -1.625 -0.039 1.930
H -0.321 -3.230 1.487
H -1.735 -2.413 0.610
H -0.020 -1.269 2.853
H -0.997 0.757 1.528
H -2.412 -0.203 1.195
H -2.083 0.323 2.848
```

Computed properties:
Net charge = 0
Gap between HOMO and LUMO = 10.4 eV
SMILES string = C=CCN.C=CC
Multiplicity = 1

---

| no. | largest force on an atom (eV/Å) | calculated total energy (eV) |
| --- | --- | --- |
| 1 | 4.45 | -24077.3247 |
| 2 | 6.20 | -17026.6165 |
| 3 | 5.14 | -17026.0861 |
| 4 | 0.87 | -78928.4101 |
| 5 | 2.32 | -7919.5070 |
| 6 | 0.65 | -7921.8530 |
| 7 | 1.67 | -7921.7110 |
| 8 | 1.35 | -7921.9514 |
| 9 | 2.69 | -7922.6872 |
| 10 | 0.40 | -7921.2760 |